The following is a quantum chemistry calculation of a gas-phase ion, C9H13NP (charge +1) in a non-equilibrium geometry, from the Open Molecules 2025 dataset.

The geometry in XYZ format:
```
24
Properties=species:S:1:pos:R:3:forces:R:3
C -0.3602 -3.0217 -0.3939 1.66 2.73 0.94
C 0.8914 -3.0077 0.2053 2.06 -0.53 0.20
C -0.9829 -1.8159 -0.6118 1.10 0.85 0.96
C 1.5535 -1.8276 0.3592 1.24 0.60 1.94
C -0.4480 -0.5438 -0.2699 -1.07 -1.85 -1.51
C 0.9274 -0.5559 0.0544 -1.63 -2.32 0.91
C -1.3767 0.6780 -0.3248 -0.04 0.20 0.83
C 1.5628 0.6152 -0.0577 1.94 2.52 -0.90
C -1.3406 1.2636 1.0839 1.23 0.74 0.54
N -1.2375 1.6617 -1.3924 -0.74 -2.11 -1.66
P 3.2526 0.7392 -0.4205 -0.30 2.28 -1.82
H -0.8254 -3.9088 -0.5322 -1.58 -2.56 -0.74
H 1.4705 -3.9031 0.5047 -0.90 0.39 -0.23
H -1.9458 -1.9178 -0.9480 -2.37 0.37 -0.85
H 2.5127 -1.8691 1.0125 -1.43 0.36 -1.69
H -2.3874 0.3300 -0.2657 -0.65 -0.76 -1.14
H 1.0353 1.5366 -0.3804 0.22 -0.91 0.51
H -2.0250 2.0857 1.2686 -0.38 -0.01 -0.48
H -0.3240 1.7331 1.2491 -0.97 -0.88 0.60
H -1.6561 0.4382 1.7721 0.91 0.82 -0.18
H -1.2104 1.1993 -2.3704 0.02 1.12 2.23
H -0.4210 2.1979 -1.2470 0.78 0.85 -0.27
H 3.5614 2.1307 -0.2451 -0.18 -0.77 0.19
H 3.9547 0.1026 0.4976 1.06 -1.15 1.64
```
Positions in Å, forces in eV/Å.

Summary:
Frontier orbital gap ... 6.95 eV
Lowest unoccupied orbital energy ... -6.21 eV
Energy above the lowest of the compared OMol25 structures with the same formula, charge and spin ... 0.0 kcal per mole
HOMO level ... -13.2 eV
Total charge ... +1

Atom charges from the natural (NBO) analysis, given in e for atoms 1 to 2: -0.045, -0.221